Version i
The following is a quantum chemistry calculation of a 2-piece molecular cluster, C4H15N2O overall, from the OMol25 dataset.

```
22
C4H15N2O ωB97M-V/def2-TZVPD
N 1.80721 -0.33395 1.14769
C 1.69022 0.95252 0.36755
C 0.45997 1.68385 0.90061
N -0.63534 0.74559 0.91531
C -1.21679 0.46050 -0.43535
C -2.65761 0.03104 -0.39160
H 2.04462 -1.15696 0.59536
H 2.40717 -0.18031 1.94863
H 0.84582 -0.48439 1.49069
H 1.50634 0.66925 -0.66702
H 2.62385 1.50818 0.42079
H 0.57632 2.10734 1.90638
H 0.34975 2.58786 0.27610
H -1.37162 1.00550 1.55436
H -1.16106 1.40667 -0.94484
H -0.46758 -0.12795 -0.93906
H -3.29474 0.89129 -0.18827
H -2.79304 -0.68481 0.42488
H -2.92805 -0.43170 -1.33688
H 1.18370 -3.49784 -2.97219
H 0.14116 -3.87890 -1.99508
O 0.88972 -3.27276 -2.07806
```

Output
HOMO-LUMO gap: 10.36 eV
E_HOMO: -13.456 eV
Charge: +1



Version ii
The following is a quantum chemistry calculation of a 2-piece molecular cluster, C4H15N2O overall, from the OMol25 dataset.

```
22
C4H15N2O ωB97M-V/def2-TZVPD
C -0.59891 -1.76517 1.23431
O -0.51882 -2.01934 2.61355
C -1.29619 -0.44380 0.96526
N -1.30909 -0.12179 -0.50315
H -1.20326 -2.58212 0.83082
H 0.37178 -1.83560 0.73588
H 0.07624 -1.39684 3.03744
H -2.33731 -0.49955 1.28308
H -0.88076 0.40599 1.50718
H -1.43871 -0.98428 -1.03436
H -0.40482 0.37972 -0.99752
H -2.14407 0.40794 -0.74234
C 0.78364 2.55111 -1.36277
N 0.81905 1.10688 -1.68172
C 1.90380 0.39760 -0.98034
H 0.49787 2.65611 -0.31403
H 1.75440 3.02566 -1.50352
H 0.02321 3.02300 -1.97815
H 0.99338 1.04673 -2.67862
H 2.86281 0.88354 -1.16308
H 1.97251 -0.61890 -1.36040
H 1.70660 0.41475 0.08266
```

Output
HOMO-LUMO gap: 11.22 eV
E_HOMO: -14.299 eV
Charge: +1



Least stable = version ii



Version i
The following is a quantum chemistry calculation of an isolated ion of composition C4H13N3 and charge +2, from the OMol25 dataset.

```
20
C4H13N3 ωB97M-V/def2-TZVPD
C -2.13048 -0.74313 -0.26112
C -0.65884 1.29141 -0.00251
C 2.61619 -0.18393 -0.36248
C 1.53109 0.30969 0.44685
N -1.98845 0.63916 -0.09801
N -1.03600 -1.27082 0.54137
N 0.27273 0.31399 -0.22694
H -3.07394 -1.17759 0.27537
H -2.07062 -1.00651 -1.31768
H -0.78979 1.88499 -0.91066
H -0.38055 2.15158 0.67989
H 2.28989 -1.12963 -0.82831
H 2.98064 0.57545 -1.14562
H 3.59279 -0.33753 0.19402
H 1.79876 1.28300 0.88962
H 1.43665 -0.28486 1.38141
H -2.82589 1.22569 0.02397
H -1.26489 -1.20043 1.56030
H -0.43267 -2.05895 0.20042
H 0.13338 -0.28157 -1.03986
```

Output
HOMO-LUMO gap (spin up / spin down): 7.96 / 7.07 eV
E_HOMO (spin up / spin down): -19.589 / -19.352 eV
Charge: +2



Version ii
The following is a quantum chemistry calculation of a 2-piece molecular cluster, C4H13N3 overall, from the OMol25 dataset.

```
20
C4H13N3 ωB97M-V/def2-TZVPD
C 0.36317 -0.24708 -1.01056
C -1.02335 -1.57353 0.51613
C -0.83599 -3.08968 0.39911
C -2.06958 -1.02706 1.38920
N -0.26419 -0.75030 -0.04112
N 1.37671 0.63215 -1.02386
N 1.70049 3.46472 -0.51211
H 1.42466 2.85734 -1.29919
H -0.23585 -0.18629 -1.84161
H -1.15889 -3.40473 1.37500
H 0.05686 -3.37649 -0.04420
H -1.69020 -3.33196 -0.19050
H -1.69431 -0.09811 1.85821
H -2.38541 -1.61749 2.20580
H -2.99016 -0.62901 0.86837
H 1.22386 4.37873 -0.51435
H 2.04307 0.73560 -0.21121
H 1.91194 0.71414 -1.93641
H 2.76294 3.52928 -0.39787
H 1.48423 3.01979 0.41116
```

Output
HOMO-LUMO gap: 10.78 eV
E_HOMO: -18.411 eV
Charge: +2



Least stable = version i



Version i
The following is a quantum chemistry calculation of an isolated ion of composition C8H14NO and charge +1, from the OMol25 dataset.

```
24
C8H14NO ωB97M-V/def2-TZVPD
C -3.14014 -0.02205 0.39659
C -2.12906 -0.64420 0.48006
C -0.74632 -0.99270 0.37426
N -0.43814 -2.09362 -0.60160
C 0.22425 0.12059 -0.08457
O 1.42536 -0.44396 -0.44024
C 2.25689 -0.86360 0.61934
C -0.40892 0.93565 -1.24808
C -0.57431 2.12514 -0.47639
C 0.12664 1.42329 0.78630
H -4.08907 0.46920 0.28367
H -0.41893 -1.26837 1.39431
H 0.50598 -1.67522 -0.89183
H -1.10258 -2.26922 -1.37874
H -0.06197 -2.94741 -0.20418
H 2.17814 -0.12937 1.29073
H 3.35015 -0.96693 0.42244
H 1.90983 -1.84468 1.04679
H -1.16846 0.49092 -1.83162
H 0.47158 1.21407 -1.91651
H -0.06100 3.06766 -0.92583
H -1.59499 2.58614 -0.25971
H 1.01303 1.82911 1.19041
H -0.65892 1.44161 1.59482
```

Output
HOMO-LUMO gap: 10.54 eV
E_HOMO: -13.822 eV
Charge: +1



Version ii
The following is a quantum chemistry calculation of a 2-piece molecular cluster, C8H14NO overall, from the OMol25 dataset.

```
24
C8H14NO ωB97M-V/def2-TZVPD
C -2.63286 -2.41002 -1.97857
C -2.49193 -1.65762 -0.93856
C -2.29666 -1.04429 0.12922
C -0.48999 2.43602 0.63442
C 0.73207 0.61370 1.93864
C 0.12905 0.97608 -1.74291
C 1.30074 -0.76077 -0.46521
C 0.27385 1.08960 0.66802
N 0.49250 0.46422 -0.45492
O -2.09036 -0.40191 1.08989
H 1.42836 -1.18534 -1.51911
H 0.29840 3.31401 0.58091
H -1.01361 2.38561 -0.29388
H -1.24521 2.39499 1.43946
H 0.80941 1.33523 2.64520
H 1.66978 0.06878 1.93291
H -0.04624 -0.04038 2.26935
H 0.99558 0.87369 -2.47810
H -0.76659 0.45312 -2.16849
H 0.09284 2.07362 -1.69353
H 2.13519 -0.77541 0.31924
H 0.73589 -1.62526 0.03502
H -2.76258 -3.52959 -1.94126
H -2.62498 -1.95211 -2.90394
```

Output
HOMO-LUMO gap: 8.32 eV
E_HOMO: -12.430 eV
Charge: +1



Least stable = version i



Version i
The following is a quantum chemistry calculation of an isolated ion of composition C8H16NO3S and charge +1, from the OMol25 dataset.

```
29
C8H16NO3S ωB97M-V/def2-TZVPD
C -0.56867 2.15712 0.97159
C 0.34761 0.92826 0.98229
C -1.11674 -1.10363 0.78650
C -0.68624 2.84004 -0.38589
C -0.49174 0.37955 -1.98265
C 0.22473 -1.55856 0.36404
C 0.18632 -2.65198 -0.70703
C 2.53768 -1.69692 1.10456
N -0.16234 -0.18592 0.21319
O -2.79190 1.12613 -0.89627
O -1.77677 2.48039 -2.69974
O 1.16128 -1.83216 1.37091
S -1.64695 1.72029 -1.50082
H -1.52170 2.00338 1.34143
H -0.06313 2.94935 1.64304
H 1.39976 1.24342 0.49755
H 0.49236 0.65918 1.94351
H -2.01808 -1.45542 0.39630
H -1.06737 -0.88500 1.84509
H -1.52847 3.69394 -0.31133
H 0.16270 3.15686 -0.87433
H 0.63913 0.50306 -2.03541
H -0.92325 -0.57274 -2.04433
H 0.34622 -3.58837 -0.27610
H 1.12210 -2.47581 -1.26336
H -0.76056 -2.72756 -1.37381
H 2.79775 -2.54887 0.31073
H 2.97107 -1.80187 2.02096
H 2.73522 -0.75616 0.55940
```

Output
HOMO-LUMO gap (spin up / spin down): 8.01 / 8.00 eV
E_HOMO (spin up / spin down): -14.178 / -14.178 eV
Charge: +1



Version ii
The following is a quantum chemistry calculation of an isolated ion of composition C8H16NO3S and charge +1, from the OMol25 dataset.

```
29
C8H16NO3S ωB97M-V/def2-TZVPD
O 3.07850 1.32044 1.49292
S 3.41658 0.78185 0.21041
O 4.68416 0.20935 -0.06725
O 3.24018 1.94849 -0.86537
C 2.14472 -0.41338 -0.26127
C 1.23171 -0.77770 0.90634
C -0.01084 -1.60268 0.52454
C -0.65730 -1.36234 -0.84450
C -1.36387 0.01429 -1.11045
C -2.80065 -0.23520 -0.81857
N -3.15310 0.24180 0.31466
C -2.08673 1.01909 0.99215
C -1.10742 1.21299 -0.16770
H 2.50754 2.53155 -0.60974
H 1.62809 0.01119 -1.12209
H 2.72365 -1.27226 -0.60370
H 1.81728 -1.36693 1.61362
H 0.95905 0.12131 1.45782
H 0.26410 -2.65992 0.53514
H -0.75954 -1.50650 1.31570
H -1.40002 -2.15651 -0.97927
H 0.06821 -1.53013 -1.64046
H -1.18919 0.29384 -2.14839
H -3.47814 -0.81431 -1.43670
H -4.07181 0.10325 0.72071
H -1.68667 0.45238 1.83064
H -2.50592 1.95943 1.34334
H -0.07597 1.36597 0.12621
H -1.41662 2.11064 -0.70875
```

Output
HOMO-LUMO gap: 9.45 eV
E_HOMO: -14.062 eV
Charge: +1



Least stable = version i



Version i
The following is a quantum chemistry calculation of a 2-piece molecular cluster, C5H10O2S overall, from the OMol25 dataset.

```
18
C5H10O2S ωB97M-V/def2-TZVPD
C -0.48902 -1.79234 1.22291
C -0.52655 -0.67001 0.56891
C -1.44199 1.50804 0.82408
C 2.10461 -0.84555 -1.21844
C -1.38351 0.30896 -0.09293
O 1.59026 1.83401 -0.64184
O -0.90282 0.61103 -1.34202
S 1.94536 0.56935 -0.03181
H 0.58750 -2.13942 1.52955
H -1.27615 -2.44633 1.70844
H -0.48217 1.92294 0.75346
H -1.58696 1.25163 1.83081
H -2.13984 2.13662 0.44623
H 2.98280 -0.55146 -1.67420
H 1.25059 -1.08207 -1.89688
H 2.31436 -1.63728 -0.59703
H -2.42744 -0.18077 -0.15613
H -0.11903 1.20266 -1.23312
```

Output
HOMO-LUMO gap (spin up / spin down): 7.59 / 8.49 eV
E_HOMO (spin up / spin down): -8.337 / -8.670 eV



Version ii
The following is a quantum chemistry calculation of C5H10O2S in the gas phase, from the OMol25 dataset.

```
18
C5H10O2S ωB97M-V/def2-TZVPD
C 1.09261 -0.39227 -0.65048
C -0.22095 -1.12243 -0.25356
C -0.57792 1.44583 -0.05571
C -0.15258 -2.50796 0.28162
C -0.07670 2.33680 1.08511
O -0.19595 1.06359 -2.60186
O -0.90219 -0.36642 0.66977
S 0.62686 1.17552 -1.36495
H 1.71639 -0.12486 0.18153
H 1.61963 -1.02350 -1.43201
H -0.88594 -1.27361 -1.22625
H -1.57668 1.68138 -0.31378
H 0.30594 -3.15360 -0.36536
H -1.15747 -2.73674 0.55410
H 0.37313 -2.43609 1.18262
H -0.19577 3.30260 0.83178
H 0.85728 1.88776 1.50703
H -0.64970 2.24399 1.97040
```

Output
HOMO-LUMO gap: 9.52 eV
E_HOMO: -9.281 eV



Least stable = version i



Version i
The following is a quantum chemistry calculation of CHN3O2 in the gas phase, from the OMol25 dataset.

```
7
CHN3O2 ωB97M-V/def2-TZVPD
O 2.02059 -0.25017 -0.08266
C 0.78628 -0.17063 -0.01890
N -0.03399 -1.41587 0.13060
N -1.25538 -1.09720 -0.12512
O -1.34565 0.39701 -0.03776
N -0.14697 0.79847 0.04661
H -0.02488 1.73839 0.08723
```

Output
HOMO-LUMO gap: 9.65 eV
E_HOMO: -10.226 eV



Version ii
The following is a quantum chemistry calculation of CHN3O2 in the gas phase, from the OMol25 dataset.

```
7
CHN3O2 ωB97M-V/def2-TZVPD
O 1.60709 -0.14960 -0.02151
C 0.32389 -0.09033 -0.13665
N -0.44998 1.05247 -0.06226
N -1.69655 0.61813 0.01310
O -1.54722 -0.76223 -0.02853
N -0.37380 -1.27984 -0.01335
H 2.13657 0.61140 0.24920
```

Output
HOMO-LUMO gap: 10.32 eV
E_HOMO: -10.373 eV



Least stable = version i